No. 1
DFT (wB97M-V/def2-TZVPD) results for a 13-piece molecular cluster, C39H78O15 overall.

Each line ends with the Mulliken charge.
Atoms and positions in Å:
C  -0.965  -5.278  5.207  -0.67
O  -1.744  -4.492  4.324  -0.32
C  -1.149  -4.170  3.162  0.84
O  0.040  -4.200  2.991  -0.53
O  -2.078  -3.762  2.323  -0.38
C  -1.614  -3.105  1.127  0.72
H  -1.562  -5.454  6.098  0.26
H  -0.054  -4.763  5.519  0.27
H  -0.682  -6.243  4.783  0.31
H  -1.185  -2.148  1.428  -0.08
H  -2.463  -2.945  0.478  -0.49
H  -0.806  -3.654  0.654  -0.03
C  3.335  1.227  -4.413  -0.48
C  3.515  -0.016  -5.245  0.75
O  2.799  -0.978  -5.110  -0.55
C  4.664  -0.013  -6.222  -1.29
H  3.151  2.094  -5.058  0.53
H  4.238  1.421  -3.842  0.27
H  2.427  1.110  -3.827  -0.24
H  4.784  -1.008  -6.644  0.31
H  5.567  0.338  -5.723  0.34
H  4.445  0.669  -7.048  0.38
C  -3.058  -0.162  3.539  0.62
C  -4.551  0.070  3.558  0.39
O  -5.251  -0.335  4.446  -0.61
C  -5.089  0.987  2.482  -0.49
H  -2.705  -0.718  2.673  -0.30
H  -2.805  -0.740  4.429  0.25
H  -2.570  0.811  3.615  -0.27
H  -4.623  0.741  1.522  -0.30
H  -4.864  2.032  2.705  0.28
H  -6.170  0.898  2.378  0.36
C  1.643  4.133  -2.766  -0.83
C  0.613  4.577  -1.763  0.90
O  -0.419  3.975  -1.568  -0.51
C  0.889  5.900  -1.082  -1.20
H  1.496  3.093  -3.037  -0.12
H  2.650  4.317  -2.394  0.39
H  1.521  4.779  -3.642  0.48
H  0.109  6.607  -1.373  0.40
H  1.836  6.355  -1.368  0.38
H  0.920  5.774  -0.001  0.16
C  -1.369  0.897  0.304  0.76
C  -0.196  0.156  -0.280  0.42
O  -0.288  -1.022  -0.529  0.02
C  1.022  0.953  -0.669  0.80
H  -1.155  1.119  1.350  -0.78
H  -2.278  0.294  0.291  -0.74
H  -1.538  1.797  -0.297  0.65
H  1.834  0.256  -0.858  -0.52
H  1.281  1.692  0.087  -0.31
H  0.752  1.435  -1.612  -0.18
C  0.883  -1.670  4.794  -1.34
C  1.019  -0.890  3.512  0.78
O  0.056  -0.508  2.886  -0.03
C  2.398  -0.398  3.128  -0.83
H  1.674  -1.425  5.503  0.48
H  0.867  -2.743  4.620  0.06
H  -0.055  -1.345  5.253  0.34
H  2.465  -0.247  2.050  -0.23
H  3.216  -1.050  3.440  0.56
H  2.569  0.553  3.642  0.30
C  3.318  3.681  2.241  -0.12
C  3.882  5.028  1.862  0.57
O  3.612  5.528  0.795  -0.52
C  4.725  5.774  2.866  -1.25
H  4.087  2.932  2.013  0.35
H  2.385  3.501  1.728  -0.43
H  3.240  3.605  3.330  0.40
H  5.196  6.608  2.353  0.35
H  5.514  5.140  3.281  0.35
H  4.104  6.101  3.699  0.31
C  -6.291  -0.950  -0.516  -1.28
C  -5.236  -2.013  -0.433  0.89
O  -4.068  -1.757  -0.633  -0.37
C  -5.691  -3.437  -0.205  -1.28
H  -6.479  -0.810  -1.585  0.33
H  -5.944  -0.024  -0.073  0.16
H  -7.229  -1.270  -0.068  0.45
H  -5.506  -3.725  0.831  0.29
H  -5.156  -4.088  -0.890  0.27
H  -6.772  -3.496  -0.337  0.49
C  -2.218  3.876  2.466  -0.87
C  -1.409  3.326  3.613  0.68
O  -1.896  3.034  4.677  -0.59
C  0.011  2.941  3.294  -0.60
H  -1.687  4.706  1.981  0.45
H  -3.186  4.297  2.724  0.39
H  -2.259  3.096  1.704  -0.06
H  0.474  2.797  4.277  0.36
H  0.574  3.780  2.880  0.39
H  0.159  2.059  2.679  -0.05
C  1.901  -4.771  0.083  -0.72
C  2.920  -3.917  -0.634  0.84
O  4.021  -3.767  -0.156  -0.59
C  2.524  -3.232  -1.921  -0.47
H  2.470  -5.353  0.809  0.41
H  1.376  -5.449  -0.588  0.38
H  1.214  -4.159  0.666  -0.26
H  1.687  -3.721  -2.413  0.39
H  3.392  -3.116  -2.562  0.40
H  2.130  -2.247  -1.634  -0.30
C  -1.254  -3.307  -2.682  0.52
C  -2.278  -4.154  -3.385  0.38
O  -2.092  -5.326  -3.617  -0.61
C  -3.538  -3.475  -3.851  -0.69
H  -1.777  -2.512  -2.140  -0.44
H  -0.699  -2.780  -3.465  0.41
H  -0.617  -3.868  -2.011  -0.18
H  -4.121  -3.062  -3.027  -0.08
H  -4.150  -4.217  -4.363  0.35
H  -3.304  -2.681  -4.563  0.33
C  -3.102  0.176  -2.937  -0.46
C  -3.723  1.480  -3.381  0.51
O  -4.899  1.542  -3.657  -0.61
C  -2.806  2.667  -3.589  -0.92
H  -2.582  0.242  -1.989  -0.06
H  -2.420  -0.115  -3.745  0.56
H  -3.898  -0.563  -2.932  0.02
H  -2.685  3.221  -2.655  0.09
H  -3.291  3.343  -4.289  0.44
H  -1.827  2.323  -3.915  0.28
C  5.839  -0.673  -2.180  -1.02
C  5.047  0.053  -1.130  0.81
O  4.375  1.036  -1.354  -0.51
C  5.113  -0.561  0.241  -0.62
H  5.487  -1.714  -2.165  0.30
H  6.895  -0.684  -1.907  0.42
H  5.720  -0.327  -3.203  -0.01
H  5.323  0.189  1.003  0.33
H  5.852  -1.356  0.293  0.38
H  4.129  -0.983  0.461  -0.14

Values from the calculation:
Relative energy (zero: lowest compared OMol25 entry of this formula, charge and spin) (eV): 0.0000
Charge: 0

***

No. 2
DFT (wB97M-V/def2-TZVPD) results for one molecule with the formula C16H18N4O2.

Each line ends with the Mulliken charge.
Atoms and positions in Å:
O  0.255  -1.871  -0.239  -0.68
C  0.269  -0.804  -0.813  0.62
N  -0.849  -0.260  -1.392  -0.27
H  -0.851  0.739  -1.579  0.31
C  -2.153  -0.698  -0.957  -0.92
C  -2.902  0.519  -0.416  0.74
O  -2.420  1.637  -0.520  -0.72
N  -4.092  0.295  0.150  0.14
C  -4.770  -0.981  0.272  -0.53
C  -6.026  -0.659  1.083  -0.64
H  -6.853  -1.322  0.840  0.37
C  -6.310  0.796  0.712  -0.61
C  -4.912  1.395  0.635  -0.62
H  -4.827  2.243  -0.047  0.33
H  -4.556  1.711  1.622  0.27
H  -6.939  1.304  1.440  0.35
H  -6.794  0.844  -0.264  0.28
H  -5.813  -0.736  2.149  0.30
H  -4.133  -1.718  0.768  0.31
H  -5.033  -1.363  -0.721  0.28
H  -2.021  -1.465  -0.189  0.44
H  -2.715  -1.133  -1.793  0.18
N  1.388  -0.024  -1.018  -0.12
C  2.687  -0.231  -0.566  0.83
C  3.565  0.830  -0.606  -0.51
C  4.888  0.686  -0.155  0.42
C  5.829  1.739  -0.145  -0.79
C  7.088  1.498  0.333  -0.31
N  7.500  0.303  0.787  -0.66
C  6.648  -0.684  0.783  -0.48
C  5.315  -0.577  0.333  0.71
C  4.401  -1.650  0.350  -1.07
C  3.119  -1.488  -0.087  -0.42
H  2.417  -2.305  -0.071  0.47
H  4.736  -2.609  0.715  0.37
H  7.009  -1.634  1.159  0.34
H  7.838  2.278  0.366  0.36
H  5.549  2.716  -0.508  0.39
H  3.241  1.790  -0.985  0.34
H  1.228  0.887  -1.425  0.18

Values from the calculation:
Relative energy (zero: lowest compared OMol25 entry of this formula, charge and spin) (eV): 0.0318
SMILES: O=C(NCC(=O)N1CCCC1)Nc1ccc2cnccc2c1
Charge: 0

***

No. 3
DFT (wB97M-V/def2-TZVPD) results for one molecule with the formula CHClO3.

Each line ends with the Mulliken charge.
Atoms and positions in Å:
C  4.034  0.636  -1.366  0.39
O  4.462  -0.212  -2.047  -0.28
O  -0.103  0.326  -0.619  -0.31
O  1.101  -0.365  -0.444  -0.30
Cl  2.684  0.896  -0.567  0.16
H  -0.531  0.629  0.188  0.33

Values from the calculation:
Relative energy (zero: lowest compared OMol25 entry of this formula, charge and spin) (eV): 5.9438
Charge: 0

***

No. 4
DFT (wB97M-V/def2-TZVPD) results for C13H22F6N2O5PS2 as an isolated structure.

Each line ends with the Mulliken charge.
Atoms and positions in Å:
C  0.259  -0.200  0.497  -1.02
C  -0.059  0.917  -0.517  -0.65
P  -1.226  2.178  0.155  0.27
C  -0.618  3.754  -0.621  -1.20
C  -2.816  1.973  -0.792  -0.45
C  -3.871  3.035  -0.442  -1.10
N  -5.081  2.586  -1.151  -0.38
C  -4.901  1.200  -1.439  -0.15
O  -5.639  0.549  -2.175  -0.62
C  -3.664  0.707  -0.657  1.82
C  -4.268  0.388  0.758  -1.32
C  -3.348  0.488  1.970  -1.08
C  -3.149  -0.600  -1.247  -1.19
C  -2.469  -0.520  -2.617  -1.69
H  1.330  -0.256  0.659  0.29
H  -0.195  -0.019  1.464  0.22
H  -0.036  -1.162  0.093  0.21
H  -0.372  0.489  -1.462  0.35
H  0.862  1.458  -0.717  0.52
H  -0.355  4.445  0.168  0.31
H  -1.367  4.175  -1.284  0.38
H  0.276  3.549  -1.202  0.36
H  -2.553  2.124  -1.841  0.84
H  -3.996  3.063  0.634  0.28
H  -3.551  4.020  -0.760  0.54
H  -5.121  3.089  -2.029  0.35
H  -5.157  0.995  0.908  0.49
H  -4.626  -0.634  0.682  0.56
H  -2.337  0.177  1.751  0.07
H  -3.339  1.499  2.358  0.31
H  -3.738  -0.151  2.759  0.44
H  -2.492  -1.081  -0.526  0.52
H  -4.021  -1.241  -1.347  0.57
H  -1.661  -1.244  -2.665  0.39
H  -3.155  -0.783  -3.416  0.36
H  -2.079  0.463  -2.845  0.42
C  5.149  -2.362  -1.297  0.66
F  4.276  -1.831  -2.151  -0.23
F  5.117  -3.686  -1.448  -0.24
F  6.366  -1.937  -1.638  -0.24
S  4.711  -1.862  0.419  1.06
O  3.402  -2.414  0.631  -0.63
O  4.810  -0.429  0.413  -0.66
N  5.897  -2.626  1.132  -0.37
S  6.037  -2.538  2.709  1.01
O  5.029  -3.237  3.453  -0.65
O  6.458  -1.264  3.216  -0.65
C  7.531  -3.606  2.831  0.65
F  8.560  -3.092  2.158  -0.24
F  7.301  -4.832  2.361  -0.24
F  7.892  -3.718  4.108  -0.22

Values from the calculation:
Charge: -1

***

No. 5
DFT (wB97M-V/def2-TZVPD) results for N2O10SSr5 as an isolated structure.

Each line ends with the Mulliken charge.
Atoms and positions in Å:
Sr  -0.845  2.275  -3.091  1.78
Sr  2.484  -0.436  2.842  1.73
Sr  -1.795  3.376  3.238  1.82
Sr  2.766  4.046  0.180  1.50
Sr  -0.993  -1.473  -0.728  1.81
N  -0.331  -2.970  3.025  0.82
O  0.605  -2.402  3.530  -0.61
O  -0.473  -2.736  1.868  -0.62
O  -0.782  -3.754  3.730  -0.45
N  -0.175  -0.537  -4.306  1.07
O  0.163  -0.611  -3.148  -0.67
O  0.422  -0.980  -5.248  -0.41
O  -1.028  0.289  -4.543  -0.84
S  0.044  1.208  0.522  0.74
O  -0.519  0.907  -0.760  -0.83
O  -0.984  1.717  1.418  -0.47
O  0.263  -0.003  1.163  -0.79
O  1.181  2.085  0.307  -0.56

Values from the calculation:
Spin multiplicity: 2
Charge: +5

***

No. 6
DFT (wB97M-V/def2-TZVPD) results for a 8-piece molecular cluster, C25H54F3O21S7 overall.

Each line ends with the Mulliken charge.
Atoms and positions in Å:
C  7.776  -13.972  21.900  0.59
F  7.316  -12.788  22.252  -0.23
F  9.058  -13.899  21.669  -0.22
F  7.555  -14.791  22.912  -0.24
S  6.885  -14.676  20.398  1.11
O  7.571  -14.053  19.214  -0.69
O  6.932  -16.145  20.467  -0.65
O  5.509  -14.210  20.402  -0.68
O  12.249  -20.515  17.749  -0.58
S  10.838  -20.330  17.891  1.12
O  10.061  -19.323  17.088  -0.58
O  10.164  -21.862  17.737  -0.30
C  8.728  -21.936  17.764  -0.15
C  8.485  -23.251  17.048  -1.31
C  10.563  -19.991  19.691  -0.83
H  8.294  -21.041  17.317  0.46
H  8.368  -22.005  18.790  0.22
H  9.135  -24.032  17.444  0.31
H  8.733  -23.224  15.987  0.33
H  7.438  -23.552  17.083  0.37
H  9.558  -20.312  19.964  0.28
H  10.708  -18.930  19.896  0.34
H  11.283  -20.639  20.192  0.32
O  4.280  -18.614  15.695  -0.57
S  2.987  -19.266  15.865  1.11
O  2.050  -19.267  14.775  -0.61
O  3.305  -20.802  16.320  -0.30
C  2.276  -21.836  16.358  -0.36
C  1.918  -22.197  17.806  -0.92
C  2.148  -18.643  17.367  -0.85
H  2.667  -22.777  15.971  0.28
H  1.474  -21.533  15.686  0.38
H  2.593  -22.890  18.309  0.31
H  1.018  -22.808  17.739  0.31
H  1.826  -21.320  18.447  0.27
H  2.757  -18.987  18.204  0.29
H  1.221  -19.206  17.264  0.29
H  2.020  -17.562  17.326  0.38
O  9.883  -7.256  16.697  -0.59
S  10.825  -8.373  16.611  1.12
O  10.503  -9.592  15.837  -0.58
O  12.339  -7.917  16.198  -0.29
C  12.773  -6.593  16.450  -0.20
C  14.270  -6.572  16.664  -1.13
C  11.263  -8.721  18.322  -0.89
H  12.377  -6.113  17.345  0.29
H  12.504  -5.844  15.705  0.33
H  14.838  -6.808  15.764  0.29
H  14.425  -7.251  17.502  0.30
H  14.572  -5.566  16.955  0.36
H  11.303  -7.732  18.780  0.30
H  12.210  -9.258  18.368  0.29
H  10.494  -9.305  18.829  0.41
O  4.520  -10.502  15.634  -0.55
S  3.411  -9.731  16.251  1.11
O  2.197  -10.376  16.698  -0.60
O  4.092  -9.111  17.616  -0.27
C  3.277  -8.659  18.653  -0.12
C  4.002  -7.518  19.419  -1.23
C  3.057  -8.106  15.343  -0.94
H  2.984  -9.472  19.317  0.29
H  2.470  -8.088  18.195  0.27
H  4.307  -6.757  18.701  0.32
H  4.945  -7.745  19.918  0.32
H  3.385  -6.966  20.129  0.36
H  3.973  -7.523  15.435  0.32
H  2.213  -7.506  15.683  0.34
H  2.704  -8.287  14.327  0.38
O  3.274  -20.740  26.229  -0.62
S  3.521  -19.922  25.019  1.16
O  3.185  -20.523  23.742  -0.60
O  2.872  -18.464  25.216  -0.26
C  2.812  -17.520  24.201  -0.30
C  1.381  -16.896  24.332  -1.20
C  5.279  -19.436  25.020  -0.77
H  2.927  -17.946  23.205  0.40
H  3.617  -16.798  24.339  0.34
H  1.119  -16.331  23.438  0.38
H  1.222  -16.308  25.236  0.30
H  0.688  -17.738  24.329  0.31
H  5.742  -19.488  26.006  0.29
H  5.258  -18.437  24.587  0.25
H  5.879  -20.042  24.342  0.32
O  12.543  -13.231  26.660  -0.57
S  13.994  -13.433  26.505  1.10
O  14.965  -12.690  27.302  -0.56
O  14.355  -15.082  26.686  -0.35
C  13.548  -16.107  26.089  -0.20
C  13.547  -17.458  26.829  -1.11
C  14.484  -13.313  24.703  -0.85
H  13.881  -16.279  25.065  0.28
H  12.529  -15.765  25.908  0.41
H  13.964  -17.407  27.834  0.31
H  14.122  -18.169  26.236  0.28
H  12.544  -17.854  26.990  0.31
H  14.007  -14.111  24.134  0.30
H  15.563  -13.429  24.607  0.31
H  14.171  -12.342  24.318  0.34
C  2.456  -6.068  25.922  -0.53
C  1.251  -6.449  25.253  -0.23
C  1.059  -7.778  24.877  -0.46
C  2.087  -8.640  24.924  -0.16
C  3.360  -8.255  25.305  -0.58
C  3.520  -6.967  25.888  -0.11
H  2.622  -5.037  26.198  0.33
H  0.512  -5.662  25.213  0.36
H  0.134  -8.183  24.494  0.34
H  2.107  -9.663  24.579  0.34
H  4.131  -9.007  25.382  0.37
H  4.496  -6.649  26.224  0.34

Values from the calculation:
Charge: -1

***

Looking at max |F| for the records above, in order, we have 1.81 0.66 3.41 2.01 10.14 4.95 eV/A.
Looking at DFT total energy for the records above, in order, we have -2661.3977 -990.0732 -724.3677 -2731.2644 -1411.4866 -5651.7647 hartree.